DFT (ωB97M-V with the def2-TZVPD basis set) results for a single C4H5P molecule in a non-equilibrium geometry.

## Properties
Energy relative to the best compared isomer or geometry (same formula, charge and spin) (eV): 3.204
E_tot (eV): -13512.710
E_LUMO (eV): 0.155
Orbital gap (Ha): 0.33678
HOMO (eV): -9.010
Structure (SMILES): C=PC1=CC1

Element x y z (Å)
C: 0.20 -0.29 0.64
P: 1.96 -0.40 -0.64
H: -1.86 -0.45 0.24
C: 1.19 0.35 -1.87
H: 0.23 0.87 -1.66
H: -0.46 1.31 2.13
H: -1.40 -1.55 1.53
C: -0.34 0.48 1.49
C: -1.18 -0.72 0.92
H: 1.65 0.41 -2.78

DFT (ωB97M-V with the def2-TZVPD basis set) results for a molecular structure, C20H19AsN2O10STeTi.

## Properties
Energy relative to the best compared isomer or geometry (same formula, charge and spin) (eV): 1.099
Spin multiplicity: 3
E_tot (eV): -146591.942
E_LUMO (spin up / spin down) (eV): 4.429 / 4.428
Orbital gap (spin up / spin down) (Ha): 0.18038 / 0.21991
Charge: -2
HOMO (spin up / spin down) (eV): -0.479 / -1.556

Element x y z (Å)
C: 4.56 -2.78 -3.43
C: -2.53 3.31 2.07
C: -1.75 2.54 -0.55
C: 0.20 4.15 -0.41
H: -4.13 1.91 1.80
C: 5.61 -3.41 -2.78
C: -1.43 3.88 1.45
O: 2.71 -1.72 1.05
C: 5.60 -3.51 -1.40
O: -3.17 -2.87 0.91
H: 6.43 -3.81 -3.36
C: 3.49 -2.25 -2.72
H: 0.63 4.86 0.30
H: 1.33 -2.59 -5.49
S: 2.17 -1.74 -0.29
C: 3.50 -2.35 -1.33
H: -0.02 4.67 -1.35
C: -1.63 -0.83 2.57
Te: -1.02 1.82 -2.42
C: 4.55 -2.98 -0.67
C: -3.76 0.99 -0.66
C: -2.38 -2.11 0.35
O: 1.81 -0.42 -0.82
C: -2.40 -1.47 3.67
O: 1.04 -2.65 -0.49
H: 0.95 3.40 -0.68
O: -1.82 -2.58 4.18
As: 2.16 -1.33 -3.82
C: -2.92 3.67 3.48
O: 2.24 -2.48 -5.20
N: -0.78 -0.33 0.57
H: -3.21 0.06 -0.82
H: -3.31 4.69 3.53
H: 6.42 -4.00 -0.88
H: 0.55 1.03 1.21
C: -2.91 2.00 0.04
H: -0.84 4.62 1.99
C: -0.64 0.12 2.73
H: 4.53 -3.04 0.41
H: -3.67 2.99 3.86
H: -4.66 0.77 -0.08
H: 4.56 -2.70 -4.51
C: -1.03 3.51 0.17
C: -1.67 -1.08 1.19
O: 0.60 -1.55 -3.31
H: -0.27 0.62 3.60
O: -2.03 -2.08 -0.87
O: 2.74 0.12 -4.30
O: -3.42 -1.06 4.14
H: -1.08 -2.81 3.60
C: -3.27 2.38 1.34
H: -2.05 3.62 4.15
Ti: -0.33 -0.92 -1.52
N: -0.17 0.39 1.49
H: -4.05 1.35 -1.65

DFT (ωB97M-V with the def2-TZVPD basis set) results for a molecular structure, C5H6N in a non-equilibrium geometry.

## Properties
Energy relative to the best compared isomer or geometry (same formula, charge and spin) (eV): 6.749
E_tot (eV): -6758.428
E_LUMO (eV): -5.897
Orbital gap (Ha): 0.34796
Charge: +1
HOMO (eV): -15.365

Element x y z (Å)
H: 0.80 2.27 -1.16
C: 1.16 0.09 0.07
H: -0.27 -2.28 -0.81
C: 0.49 1.38 -0.56
H: -1.13 -2.22 0.69
H: -1.13 2.03 1.02
H: 2.15 -0.34 -0.05
C: -0.88 -1.73 -0.16
C: -0.35 1.31 0.62
C: -0.14 -0.52 0.13
N: 1.00 1.29 0.83
H: -1.72 -1.30 -0.63

DFT (ωB97M-V with the def2-TZVPD basis set) results for a molecular structure, C25H30BaN11OS4Sb.

## Properties
Energy relative to the best compared isomer or geometry (same formula, charge and spin) (eV): 0.000
E_tot (eV): -95432.712
E_LUMO (eV): 3.967
Orbital gap (Ha): 0.23860
Charge: -2
HOMO (eV): -2.526

Element x y z (Å)
O: -0.93 -1.50 1.65
H: -2.74 1.28 1.60
H: -0.67 1.89 -7.15
H: 0.59 2.65 4.90
H: -3.62 -1.27 -4.16
Ba: 0.25 -0.27 -0.25
C: -0.74 3.89 0.88
H: 2.81 3.45 2.95
N: 0.71 -2.44 -1.96
S: 2.43 2.09 0.17
H: -3.32 -0.76 0.67
C: -2.65 -0.39 -2.49
N: -1.24 1.19 -6.71
C: -2.77 3.14 -0.40
H: -2.26 3.42 -1.32
H: 2.97 3.30 4.69
C: 0.08 2.72 2.84
C: -4.51 -1.86 -2.28
C: -1.69 -3.67 4.44
H: 1.93 -5.32 -0.93
Sb: 4.24 0.41 0.33
H: 1.91 4.55 4.02
H: 0.91 0.34 4.02
H: 0.63 -3.16 3.84
H: -2.22 1.20 -6.93
C: 4.05 -3.04 -2.31
H: 2.24 1.90 -3.69
C: -1.88 -2.82 3.34
H: -3.29 2.19 -0.58
H: 1.01 4.45 1.97
C: 2.26 3.52 3.89
C: -1.63 0.31 -3.35
C: 2.92 -4.91 -1.13
N: -1.95 0.43 -4.65
H: 2.20 0.92 2.96
H: 2.42 0.96 4.70
C: -0.76 -2.24 2.65
C: -3.61 -1.19 -3.09
H: 3.39 -4.62 -0.19
N: 1.56 1.56 -3.01
C: -1.79 3.00 0.74
N: 0.48 -2.48 3.11
H: -1.11 1.01 3.40
H: 1.28 -2.20 2.55
C: -0.99 1.84 2.71
H: -5.26 -2.51 -2.71
C: 0.45 1.28 -3.58
N: -2.57 -0.23 -1.17
H: 4.55 -2.75 -1.38
N: -0.53 0.70 -2.78
C: -1.92 1.98 1.68
C: -3.18 -2.52 2.90
H: -0.60 4.68 0.15
C: -0.97 1.03 -5.36
H: -3.52 3.90 -0.19
H: 3.53 -5.67 -1.62
N: 0.19 1.47 -4.93
S: 2.99 -1.51 0.89
S: 5.12 0.27 -1.76
H: 3.84 -2.11 -2.84
C: 1.68 1.10 3.90
N: 2.81 -3.76 -2.02
N: -4.26 -2.27 2.54
H: 2.17 1.95 -1.18
S: 5.42 1.17 2.12
N: -1.54 -4.37 5.35
C: 1.69 -3.06 -1.96
H: -5.08 -2.23 -0.21
C: 0.17 3.76 1.92
C: -3.44 -0.88 -0.40
H: 4.69 -3.68 -2.91
C: -4.43 -1.71 -0.90
C: 1.11 2.52 3.94